Density functional theory data (ωB97M-V with the def2-TZVPD basis set) for a single C4H5NO molecule.

The calculation puts the gap between HOMO and LUMO at 9.783 eV. For the energy, the calculation gives -7763.387 eV. The calculation puts the LUMO energy at -0.018 Eh.

Last columns: bonded neighbours and bond lengths (Å).
Cartesian coordinates (Å):
1 O 0.852 -1.318 1.021  C3 1.210
2 N 1.856 0.001 -0.537  C3 1.355, H9 1.009, H11 1.008
3 C 0.858 -0.336 0.314  O1 1.210, N2 1.355, C5 1.548
4 C -1.703 -0.110 0.021  C5 1.504, H7 1.094, H8 1.092, H10 1.095
5 C -0.389 0.581 0.264  C3 1.548, C4 1.504, C6 1.297
6 C 0.056 1.755 0.588  C5 1.297
7 H -1.839 -0.883 0.782  C4 1.094
8 H -2.541 0.588 0.060  C4 1.092
9 H 2.693 -0.564 -0.531  N2 1.009
10 H -1.697 -0.598 -0.960  C4 1.095
11 H 1.854 0.884 -1.022  N2 1.008

Löwdin atomic charge list, values in e, 2 entries:
1. O 0.081
2. N 0.179

=====

Density functional theory data (ωB97M-V with the def2-TZVPD basis set) for a single C4H5NO molecule.

Its SMILES is C=C(C#N)CO. The calculation puts the gap between HOMO and LUMO at 10.545 eV. For the energy, the calculation gives -7765.010 eV. The calculation puts the LUMO energy at 0.017 Eh.

Last columns: bonded neighbours and bond lengths (Å).
Cartesian coordinates (Å):
1 O -1.849 -0.165 -0.012  C4 1.461, H9 1.029
2 N 2.943 -0.508 0.011  C6 1.156
3 C 0.285 1.485 0.016  C5 1.352, H10 1.096, H11 1.072
4 C -0.570 -0.872 0.046  O1 1.461, C5 1.466, H7 1.144, H8 1.096
5 C 0.476 0.149 -0.070  C3 1.352, C4 1.466, C6 1.406
6 C 1.809 -0.297 -0.061  N2 1.156, C5 1.406
7 H -0.492 -1.414 1.050  C4 1.144
8 H -0.428 -1.624 -0.739  C4 1.096
9 H -2.548 -0.858 -0.311  O1 1.029
10 H 1.085 2.233 -0.041  C3 1.096
11 H -0.711 1.870 0.110  C3 1.072

Löwdin atomic charge list, values in e, 2 entries:
1. O -0.108
2. N 0.165

=====

Density functional theory data (ωB97M-V with the def2-TZVPD basis set) for a single C4H5NO molecule.

Its SMILES is N#CC[C@H]1CO1. The calculation puts the gap between HOMO and LUMO at 11.787 eV. For the energy, the calculation gives -7764.818 eV. The calculation puts the LUMO energy at 0.030 Eh.

Last columns: bonded neighbours and bond lengths (Å).
Cartesian coordinates (Å):
1 O -0.337 1.552 -0.441  C4 1.425, C5 1.419
2 N -1.845 -2.022 1.785  C6 1.154
3 C -0.401 -0.847 -0.055  C4 1.520, C6 1.463, H8 1.097, H9 1.098
4 C 0.206 0.491 0.340  O1 1.425, C3 1.520, C5 1.462, H10 1.089
5 C 1.008 1.167 -0.678  O1 1.419, C4 1.462, H7 1.089, H11 1.094
6 C -1.200 -1.499 0.982  N2 1.154, C3 1.463
7 H 1.744 1.921 -0.401  C5 1.089
8 H -1.061 -0.550 -0.878  C3 1.097
9 H 0.345 -1.553 -0.443  C3 1.098
10 H 0.338 0.713 1.397  C4 1.089
11 H 1.202 0.627 -1.609  C5 1.094

Löwdin atomic charge list, values in e, 2 entries:
1. O -0.042
2. N 0.141

=====

One value per record, in order, for molar mass: 83.09, 83.09, 83.09 u.